This record from OMol25 describes an isolated molecule of C2H2BrN3 in a non-equilibrium geometry. The level of theory is ωB97M-V/def2-TZVPD.

Results
**SMILES string**: [H]/N=C(\Br)NC#N
**M**: 148.0 g mol⁻¹
**Energy above the lowest of the compared OMol25 structures with the same formula, charge and spin**: 3.648 eV
**Calculated total energy**: -76614.86680 eV

ORCA input file:
```
! RIJCOSX wB97M-V def2-TZVPD def2/J DEFGRID3
* xyz 0 1
N 0.07 0.89 -0.21
Br -2.47 0.11 0.16
H -0.47 1.80 -0.20
N 2.42 0.75 0.37
H -0.48 -2.39 -0.21
C -0.61 -0.25 -0.03
N 0.22 -1.72 0.03
C 1.32 0.81 0.09
*
```

***

This record from OMol25 describes a cluster of 2 separate species, C2H2BrN3 in total in a non-equilibrium geometry. The level of theory is ωB97M-V/def2-TZVPD.

Results
**M**: 148.0 g mol⁻¹
**Energy above the lowest of the compared OMol25 structures with the same formula, charge and spin**: 6.593 eV
**Calculated total energy**: -76611.92200 eV

ORCA input file:
```
! RIJCOSX wB97M-V def2-TZVPD def2/J DEFGRID3
* xyz 0 1
H -1.92 0.25 -1.37
N -0.42 1.99 1.28
N 0.39 -0.02 0.06
C -0.07 1.10 0.66
H 1.40 -0.45 1.67
Br -0.31 -1.90 -2.07
C -0.48 -0.27 -0.88
N 1.40 -0.70 0.64
*
```

***

This record from OMol25 describes a structure of composition C2H2BrNO3 in a non-equilibrium geometry. The level of theory is ωB97M-V/def2-TZVPD.

Results
**M**: 167.9 g mol⁻¹
**Energy above the lowest of the compared OMol25 structures with the same formula, charge and spin**: 4.078 eV
**Calculated total energy**: -79774.88167 eV

ORCA input file:
```
! RIJCOSX wB97M-V def2-TZVPD def2/J DEFGRID3
* xyz 0 1
O 0.47 -1.06 -1.49
Br 2.84 -0.84 -0.70
O 2.54 -0.24 1.93
H -0.50 -1.22 1.59
H 0.67 -2.31 0.45
C -0.07 -1.51 0.61
O -1.02 0.17 -0.50
N -0.22 -0.74 -0.54
C 2.08 -0.46 0.90
*
```

***

This record from OMol25 describes a cluster of 2 separate species, C2H2BrO2S in total in a non-equilibrium geometry. The level of theory is ωB97M-V/def2-TZVPD.

Results
**M**: 170.0 g mol⁻¹
**Energy above the lowest of the compared OMol25 structures with the same formula, charge and spin**: 2.829 eV
**Calculated total energy**: -87078.52042 eV

ORCA input file:
```
! RIJCOSX wB97M-V def2-TZVPD def2/J DEFGRID3
* xyz -1 1
Br -2.74 0.72 -0.54
H 0.92 -1.46 -0.45
H -0.80 1.50 0.78
O -0.55 3.05 -1.00
S 0.16 -1.52 0.64
O 0.38 1.41 -2.27
C -0.24 1.90 -1.35
C -0.96 1.15 -0.23
*
```

***

This record from OMol25 describes a cluster of 2 separate species, C2H2BrO2S2 in total in a non-equilibrium geometry. The level of theory is ωB97M-V/def2-TZVPD.

Results
**M**: 202.1 g mol⁻¹
**Energy above the lowest of the compared OMol25 structures with the same formula, charge and spin**: 0.012 eV
**Calculated total energy**: -97916.70054 eV

ORCA input file:
```
! RIJCOSX wB97M-V def2-TZVPD def2/J DEFGRID3
* xyz -1 1
S 0.48 -1.72 1.31
C 0.36 -0.75 -0.03
H 0.19 -0.05 -2.11
Br -3.22 0.10 0.01
H 0.45 0.40 1.94
S 0.20 -1.32 -1.66
O 0.52 1.44 -0.88
C 0.46 0.72 0.09
O 0.55 1.17 1.34
*
```

***

This record from OMol25 describes an isolated molecule of C2H2BrP in a non-equilibrium geometry. The level of theory is ωB97M-V/def2-TZVPD.

Results
**SMILES string**: C#CPBr
**M**: 136.9 g mol⁻¹
**Energy above the lowest of the compared OMol25 structures with the same formula, charge and spin**: 0.859 eV
**Calculated total energy**: -81435.10424 eV

ORCA input file:
```
! RIJCOSX wB97M-V def2-TZVPD def2/J DEFGRID3
* xyz 0 1
P 1.87 -1.28 -0.28
C -0.58 0.75 -0.73
H -1.50 1.24 -0.86
H 1.30 -1.05 1.04
C 0.35 -0.03 -0.58
Br 3.25 0.35 -0.01
*
```

***

This record from OMol25 describes a structure of composition C2H2CdO2 in a non-equilibrium geometry. The level of theory is ωB97M-V/def2-TZVPD.

Results
**M**: 170.4 g mol⁻¹
**Energy above the lowest of the compared OMol25 structures with the same formula, charge and spin**: 1.185 eV
**Calculated total energy**: -10760.50891 eV

ORCA input file:
```
! RIJCOSX wB97M-V def2-TZVPD def2/J DEFGRID3
* xyz 0 1
O -0.98 -1.37 0.33
H 1.76 -1.08 -0.53
C 1.26 -0.46 0.26
O -0.81 0.73 -0.31
H 1.76 0.53 0.42
C -0.24 -0.34 0.06
Cd -2.74 1.99 -0.24
*
```

***

This record from OMol25 describes a structure of composition C2H2Cl2F2 in a non-equilibrium geometry. The level of theory is ωB97M-V/def2-TZVPD.

Results
**M**: 134.9 g mol⁻¹
**Energy above the lowest of the compared OMol25 structures with the same formula, charge and spin**: 1.948 eV
**Calculated total energy**: -32584.27826 eV

ORCA input file:
```
! RIJCOSX wB97M-V def2-TZVPD def2/J DEFGRID3
* xyz 0 1
Cl -1.10 -1.78 -0.10
H -0.07 0.59 -1.47
H 0.05 -0.63 1.49
F 1.34 -1.46 0.08
C 0.18 -0.83 0.38
Cl -1.48 1.48 0.13
F 1.07 1.65 -0.08
C 0.01 0.99 -0.43
*
```

***

This record from OMol25 describes a cluster of 2 separate species, C2H2Cl2FO2S in total in a non-equilibrium geometry. The level of theory is ωB97M-V/def2-TZVPD.

Results
**M**: 180.0 g mol⁻¹
**Energy above the lowest of the compared OMol25 structures with the same formula, charge and spin**: 2.539 eV
**Calculated total energy**: -44796.17698 eV

ORCA input file:
```
! RIJCOSX wB97M-V def2-TZVPD def2/J DEFGRID3
* xyz -1 1
Cl 2.54 1.64 2.49
O -2.39 -1.73 -1.31
F 0.31 1.96 1.24
O -0.39 -2.03 -2.59
H 0.59 -0.17 -1.33
C -0.46 0.12 -1.15
C 1.16 0.91 1.51
H -0.58 0.74 -0.19
Cl 0.22 0.00 2.74
S -1.00 -1.43 -1.41
*
```

***

This record from OMol25 describes a structure of composition C2H2Cl2I2 in a non-equilibrium geometry. The level of theory is ωB97M-V/def2-TZVPD.

Results
**M**: 350.8 g mol⁻¹
**Energy above the lowest of the compared OMol25 structures with the same formula, charge and spin**: 2.756 eV
**Calculated total energy**: -43349.52582 eV

ORCA input file:
```
! RIJCOSX wB97M-V def2-TZVPD def2/J DEFGRID3
* xyz 0 1
H 1.59 -0.90 0.16
C 1.28 0.07 -0.18
I -2.06 1.23 -1.17
H 1.26 0.30 -1.23
C -1.10 -0.10 0.17
Cl 1.71 1.37 0.82
I -1.31 -2.16 -0.40
Cl -1.36 0.20 1.83
*
```

***

This record from OMol25 describes a cluster of 2 separate species, C2H2Cl2N in total in a non-equilibrium geometry. The level of theory is ωB97M-V/def2-TZVPD.

Results
**M**: 111.0 g mol⁻¹
**Energy above the lowest of the compared OMol25 structures with the same formula, charge and spin**: 3.262 eV
**Calculated total energy**: -28628.83024 eV

ORCA input file:
```
! RIJCOSX wB97M-V def2-TZVPD def2/J DEFGRID3
* xyz 1 1
N 0.16 -0.36 0.17
H 1.52 -0.26 -1.56
C -0.88 -0.57 0.65
Cl -2.72 1.10 0.01
H -1.36 -1.17 1.24
Cl 2.18 1.21 0.05
C 1.11 0.06 -0.57
*
```

***

This record from OMol25 describes a cluster of 2 separate species, C2H2Cl2N in total in a non-equilibrium geometry. The level of theory is ωB97M-V/def2-TZVPD.

Results
**M**: 111.0 g mol⁻¹
**Energy above the lowest of the compared OMol25 structures with the same formula, charge and spin**: 2.568 eV
**Calculated total energy**: -28629.52452 eV

ORCA input file:
```
! RIJCOSX wB97M-V def2-TZVPD def2/J DEFGRID3
* xyz 1 1
N -1.02 1.07 -0.03
Cl 3.57 -2.20 0.92
H -2.54 2.38 -0.83
C -0.42 0.04 0.03
Cl -1.06 3.45 0.73
H 3.10 -3.34 1.49
C -1.74 2.16 -0.10
*
```